[1]
{"formula": "C3H8N2O", "method": "ωB97M-V with the def2-TZVPD basis set", "species": ["N", "H", "H", "H", "N", "H", "H", "C", "H", "C", "H", "H", "O", "C"], "positions_angstrom": [[-0.87, -0.63, -0.34], [1.95, 1.34, -0.13], [-0.43, -1.50, -0.04], [3.72, 0.29, -0.10], [1.93, -0.66, 0.09], [-2.38, 0.10, 1.05], [-0.38, 0.93, 0.90], [1.34, 0.50, -0.03], [-2.72, -1.51, 0.06], [-0.14, 0.62, -0.06], [-2.73, 0.18, -0.61], [-0.41, 1.46, -0.77], [3.33, -0.62, -0.07], [-2.22, -0.51, 0.05]], "homo_ev": -8.817, "mol_weight_da": 88.11, "homo_lumo_gap_ev": 9.7119, "total_charge": 0, "smiles": "CNC/C=N/O"}

=====

[2]
{"formula": "C3H8N2O", "method": "ωB97M-V with the def2-TZVPD basis set", "species": ["H", "C", "O", "C", "C", "N", "H", "H", "H", "H", "H", "H", "H", "N"], "positions_angstrom": [[0.37, -2.05, -1.42], [-0.12, 1.20, 1.69], [0.58, -1.61, 0.48], [0.01, 0.10, -1.55], [0.76, -1.20, -0.84], [0.96, 1.12, 1.25], [0.04, -0.06, -2.63], [0.63, 0.98, -1.34], [-1.02, 0.25, -1.26], [-1.94, 0.51, 1.32], [-1.83, 1.66, 2.60], [1.18, -1.08, 1.03], [1.82, -1.07, -1.09], [-1.43, 1.26, 1.77]], "homo_ev": -9.718, "mol_weight_da": 88.11, "homo_lumo_gap_ev": 10.2881, "total_charge": 0, "smiles": "N#CN.CCO"}

=====

[3]
{"formula": "C3H8N2O", "method": "ωB97M-V with the def2-TZVPD basis set", "species": ["N", "H", "H", "H", "O", "H", "C", "C", "H", "H", "H", "C", "H", "N"], "positions_angstrom": [[2.20, 0.21, 0.65], [0.14, 1.59, -1.82], [-2.25, -0.65, 1.35], [-1.60, 0.79, -0.36], [0.25, 0.65, -2.02], [0.75, 1.66, 0.47], [0.96, 0.58, 0.39], [0.18, -0.06, -0.83], [2.31, -0.80, 0.50], [-0.05, -0.17, 1.34], [-0.97, -1.81, 0.84], [-1.29, -0.77, 0.86], [0.56, -1.08, -0.99], [-1.19, -0.14, -0.38]], "homo_ev": -8.797, "mol_weight_da": 88.11, "homo_lumo_gap_ev": 9.1762, "total_charge": 0}

=====

[4]
{"formula": "C3H8N2O", "method": "ωB97M-V with the def2-TZVPD basis set", "species": ["H", "H", "C", "H", "H", "N", "N", "H", "O", "C", "H", "H", "C", "H"], "positions_angstrom": [[1.64, -2.29, -0.38], [-1.08, 0.82, -1.83], [-1.23, 0.34, -0.76], [0.30, 1.72, -0.31], [-0.44, -0.09, 1.89], [-0.14, 0.77, 1.54], [0.98, -1.53, -0.16], [0.09, -1.80, 0.02], [2.40, 0.14, -0.57], [0.02, 0.68, -0.01], [-0.47, 1.62, 1.91], [-2.18, 0.59, -0.34], [1.30, -0.24, -0.20], [-1.19, -0.73, -0.81]], "homo_ev": -9.140, "mol_weight_da": 88.11, "homo_lumo_gap_ev": 9.9592, "total_charge": 0, "smiles": "C[C@@H](N)C(N)=O"}

=====

[5]
{"formula": "C3H8N2O", "method": "ωB97M-V with the def2-TZVPD basis set", "species": ["H", "C", "H", "C", "H", "H", "O", "H", "H", "N", "N", "H", "H", "C"], "positions_angstrom": [[-0.40, -1.58, 0.85], [-1.38, -0.47, -0.68], [2.22, 2.09, 0.64], [1.83, 0.06, 0.32], [2.34, 1.56, -1.05], [-2.02, -1.97, 0.74], [-1.30, 0.79, -0.14], [-1.36, 0.09, 0.93], [-0.53, -0.74, -1.32], [-1.34, -1.23, 0.64], [1.77, -1.04, 0.65], [0.73, 1.70, -0.27], [-2.34, -0.70, -1.17], [1.78, 1.44, -0.12]], "homo_ev": -9.373, "mol_weight_da": 88.11, "homo_lumo_gap_ev": 10.3549, "total_charge": 0}

=====

[6]
{"formula": "C3H8N2O", "method": "ωB97M-V with the def2-TZVPD basis set", "species": ["C", "H", "H", "H", "C", "C", "N", "H", "H", "N", "O", "H", "H", "H"], "positions_angstrom": [[0.67, 1.14, 0.26], [1.67, 0.63, -0.02], [0.01, 2.27, -1.38], [1.07, -1.50, 1.65], [-0.22, 1.32, -1.03], [0.22, -1.16, 1.13], [-0.02, 0.20, 1.17], [-0.89, 0.64, 1.51], [0.79, 2.11, 0.74], [0.20, 0.20, -2.12], [-0.76, -1.98, 1.01], [-0.44, -0.63, -2.03], [-0.03, 0.58, -3.02], [-1.32, 1.04, -0.95]], "homo_ev": [-14.488, -14.217], "mol_weight_da": 88.11, "s2": 0.782, "homo_lumo_gap_ev": [9.1756, 5.0024], "total_charge": 1, "multiplicity": 2}

=====

[7]
{"formula": "C3H8N2O2", "method": "ωB97M-V with the def2-TZVPD basis set", "species": ["O", "H", "N", "H", "N", "H", "H", "H", "H", "C", "O", "C", "H", "H", "C"], "positions_angstrom": [[1.11, -0.88, -2.53], [-0.98, -0.89, 0.80], [-1.27, 1.01, 0.89], [-1.54, 0.07, -1.27], [0.33, -1.08, -1.60], [1.43, 1.04, 1.10], [0.11, 0.88, -1.38], [-0.95, 1.76, 0.33], [1.25, -0.48, 2.07], [1.05, 0.08, 1.06], [-0.04, -2.15, -1.20], [-0.42, -0.08, 0.48], [-1.34, 1.18, 1.88], [1.66, -0.49, 0.42], [-0.39, 0.03, -1.02]], "homo_ev": -9.695, "mol_weight_da": 104.11, "homo_lumo_gap_ev": 9.7661, "total_charge": 0, "smiles": "C[C@@H](N)C[N+](=O)[O-]"}

=====

[8]
{"formula": "C3H8N2O2", "method": "ωB97M-V with the def2-TZVPD basis set", "species": ["H", "H", "H", "C", "C", "H", "H", "O", "H", "O", "H", "C", "N", "H", "N"], "positions_angstrom": [[-0.19, -1.97, -0.98], [2.72, -0.53, 0.17], [0.67, -1.94, 1.34], [-0.55, 0.85, -1.15], [0.48, 0.44, 0.05], [-0.70, -0.19, 1.58], [1.48, 1.14, 0.14], [-1.18, -1.51, -0.80], [-1.96, -0.25, -2.33], [-0.87, 2.05, -1.26], [0.91, 0.87, 2.04], [-0.06, 0.62, 1.38], [1.06, -0.97, -0.04], [-0.57, 1.64, 1.23], [-1.24, -0.26, -1.36]], "homo_ev": -9.387, "mol_weight_da": 104.11, "homo_lumo_gap_ev": 8.3007, "total_charge": 0}

=====

[9]
{"formula": "C3H8N2O2", "method": "ωB97M-V with the def2-TZVPD basis set", "species": ["H", "C", "O", "N", "H", "N", "H", "C", "H", "H", "H", "O", "H", "H", "C"], "positions_angstrom": [[1.40, 1.22, 0.87], [-0.32, 1.80, 0.31], [1.22, -0.58, 1.04], [0.48, -2.56, 0.24], [-0.84, -1.21, -1.24], [-0.46, -0.60, -0.54], [0.99, -2.97, 1.01], [0.46, -1.18, 0.30], [-0.84, 1.43, 1.20], [-1.57, 0.98, -1.24], [-0.37, -3.05, -0.01], [1.03, 2.06, 0.55], [-0.77, 2.75, 0.02], [0.15, 1.09, -1.66], [-0.55, 0.83, -0.86]], "homo_ev": -9.800, "mol_weight_da": 104.11, "homo_lumo_gap_ev": 10.4531, "total_charge": 0, "smiles": "NC(=O)NCCO"}

=====

[10]
{"formula": "C3H8N2O2", "method": "ωB97M-V with the def2-TZVPD basis set", "species": ["C", "N", "H", "H", "H", "O", "N", "O", "H", "H", "H", "H", "C", "C", "H"], "positions_angstrom": [[1.29, 0.56, -0.10], [-0.14, -1.45, 0.22], [-0.07, -1.66, -0.77], [-1.04, -1.76, 0.55], [3.13, -0.10, -0.73], [1.47, 1.75, -0.21], [2.20, -0.40, -0.45], [-2.36, 0.28, 0.54], [-1.20, 0.72, -1.17], [2.09, -1.30, 0.01], [0.06, 0.13, 1.52], [-3.15, 0.62, 0.10], [-0.02, -0.01, 0.44], [-1.20, 0.79, -0.08], [-1.06, 1.85, 0.13]], "homo_ev": -9.669, "mol_weight_da": 104.11, "homo_lumo_gap_ev": 10.4606, "total_charge": 0, "smiles": "NC(=O)[C@H](N)CO"}

=====

[11]
{"formula": "C3H8N2O2", "method": "ωB97M-V with the def2-TZVPD basis set", "species": ["O", "H", "H", "H", "C", "N", "H", "N", "H", "H", "H", "O", "C", "H", "C"], "positions_angstrom": [[1.20, -1.81, -1.55], [-0.57, 1.87, -1.61], [1.51, -2.72, -1.54], [0.28, -1.86, -1.21], [-1.12, 1.35, 0.48], [0.86, 0.91, -0.31], [-2.10, 1.76, 0.65], [-0.36, 0.85, 1.52], [1.71, 0.24, 1.48], [1.46, 0.53, -1.04], [-1.29, -2.58, 0.49], [-1.16, -1.71, 0.10], [0.81, 0.59, 1.01], [-1.19, -1.08, 0.84], [-0.36, 1.44, -0.65]], "homo_ev": -8.921, "mol_weight_da": 104.11, "homo_lumo_gap_ev": 9.6437, "total_charge": 0, "smiles": "c1c[nH]cn1.O.O"}

=====

[12]
{"formula": "C3H8N2O2", "method": "ωB97M-V with the def2-TZVPD basis set", "species": ["H", "O", "H", "C", "H", "C", "O", "H", "H", "N", "H", "H", "H", "C", "N"], "positions_angstrom": [[-2.63, 1.40, 1.38], [-1.91, -0.39, 0.82], [2.63, -1.76, -0.38], [0.73, -0.82, -0.08], [-0.87, 1.86, -1.23], [2.25, -0.79, -0.05], [0.25, 0.44, 0.40], [2.59, -0.60, 0.96], [-1.87, 0.59, -1.56], [-1.58, 1.25, -0.85], [2.62, -0.01, -0.71], [0.34, -1.62, 0.56], [0.36, -0.98, -1.10], [-1.10, 0.59, 0.32], [-1.78, 0.85, 1.54]], "homo_ev": -9.555, "mol_weight_da": 104.11, "homo_lumo_gap_ev": 10.4792, "total_charge": 0, "smiles": "CCO[C@]1(N)NO1"}